No. 1
Here is C31H38F6Ge2NO2PdSSi as an isolated structure from OMol25. Energies are from ωB97M-V/def2-TZVPD.

```
! wB97M-V def2-TZVPD RIJCOSX def2/J DEFGRID3
* xyz 1 5
Pd -1.21 -0.05 -0.56
O -2.65 -1.21 0.89
C -2.97 -2.48 0.31
C -2.87 -2.50 -1.20
C -3.66 -3.35 -1.95
C -3.47 -3.40 -3.33
C -2.49 -2.61 -3.90
C -1.75 -1.78 -3.08
N -1.94 -1.73 -1.76
H -3.35 -0.57 0.66
H -3.96 -2.81 0.63
H -2.24 -3.18 0.73
H -4.42 -3.95 -1.48
H -4.08 -4.05 -3.94
H -2.30 -2.62 -4.97
H -0.98 -1.12 -3.47
S -1.88 2.07 1.57
C -0.60 1.30 0.93
C 4.27 -0.54 -2.26
Si 3.02 0.50 -3.20
C 2.76 -0.16 -4.92
C 3.52 2.30 -3.22
C 1.42 0.36 -2.28
C 0.43 0.22 -1.58
H 5.24 -0.53 -2.76
H 3.93 -1.57 -2.18
H 4.41 -0.16 -1.25
H 3.66 -0.06 -5.53
H 1.95 0.37 -5.42
H 2.49 -1.22 -4.90
H 4.44 2.44 -3.79
H 3.68 2.67 -2.21
H 2.74 2.91 -3.68
C 2.98 2.14 0.43
Ge 2.11 2.25 2.16
C 1.07 3.87 2.41
C 3.18 1.82 3.74
Ge 0.47 0.06 2.02
C -0.07 -0.28 3.83
C 0.17 -1.54 4.37
C -0.20 -1.82 5.68
C -0.80 -0.83 6.45
C -1.04 0.43 5.92
C -0.67 0.71 4.62
C 1.57 -1.36 1.28
C 2.93 -1.38 1.58
C 3.73 -2.41 1.12
C 3.18 -3.43 0.36
C 1.82 -3.42 0.06
C 1.02 -2.39 0.52
H 3.48 3.10 0.27
H 2.23 2.00 -0.35
H 3.70 1.33 0.39
H 1.78 4.66 2.66
H 0.35 3.79 3.22
H 0.55 4.13 1.49
H 3.59 2.77 4.12
H 4.01 1.16 3.51
H 2.58 1.37 4.53
H 0.65 -2.31 3.78
H -0.02 -2.80 6.10
H -1.09 -1.05 7.47
H -1.50 1.20 6.53
H -0.86 1.70 4.21
H 3.37 -0.60 2.19
H 4.79 -2.42 1.35
H 3.81 -4.23 -0.01
H 1.39 -4.22 -0.53
H -0.03 -2.39 0.27
C -4.39 2.86 -0.74
C -3.75 1.68 -1.46
O -3.15 0.79 -0.58
C -2.73 2.22 -2.49
F -2.20 1.25 -3.24
F -3.27 3.12 -3.31
F -1.72 2.82 -1.84
C -4.87 0.89 -2.18
F -5.77 0.47 -1.28
F -5.52 1.61 -3.10
F -4.40 -0.21 -2.80
H -3.60 3.48 -0.30
H -5.03 2.49 0.06
H -4.98 3.47 -1.42
*
```

Summary:
ΔE to the lowest compared entry with this formula, charge and spin, kcal per mole: 0.00
Kohn-Sham gap (spin up / spin down), eV: 6.936 / 5.853
Expectation value of S²: 6.036


No. 2
Here is a 2-piece molecular cluster, C2H4Cl3N2 overall from OMol25. Energies are from ωB97M-V/def2-TZVPD.

```
! wB97M-V def2-TZVPD RIJCOSX def2/J DEFGRID3
* xyz 1 1
C 1.45 -0.38 -0.22
C -1.84 0.21 -0.20
N 1.49 0.07 1.00
N -0.82 0.38 -0.91
Cl 1.15 -1.97 -0.55
Cl -1.63 -0.45 1.36
Cl -3.47 0.57 -0.59
H 1.72 0.28 -1.04
H 1.70 1.04 1.20
H 1.23 -0.53 1.78
H -0.97 0.78 -1.83
*
```

Summary:
ΔE to the lowest compared entry with this formula, charge and spin, kcal per mole: 6.35
Kohn-Sham gap, eV: 10.255


No. 3
Here is the molecule C4H8FN3 from OMol25. Energies are from ωB97M-V/def2-TZVPD.

```
! wB97M-V def2-TZVPD RIJCOSX def2/J DEFGRID3
* xyz 0 1
H -1.11 -0.71 1.27
N -0.66 -1.80 0.81
C 0.03 -1.35 -0.24
N 0.31 -2.06 -1.34
N 0.47 -0.05 -0.28
C -0.29 0.89 -1.15
C -0.41 0.73 0.36
C 0.36 1.51 1.45
F 1.35 2.32 0.67
H 0.11 -3.01 -1.40
H 1.32 -1.78 -1.52
H 0.19 1.62 -1.77
H -1.21 0.49 -1.64
H -1.30 0.10 0.59
H -0.15 2.39 2.14
H 0.99 0.70 2.04
*
```

Summary:
ΔE to the lowest compared entry with this formula, charge and spin, kcal per mole: 92.99
Kohn-Sham gap, eV: 10.317
SMILES string: [H]/N=C(/N)N1C[C@@H]1CF


No. 4
Here is the molecule C3H3NOS2 from OMol25. Energies are from ωB97M-V/def2-TZVPD.

```
! wB97M-V def2-TZVPD RIJCOSX def2/J DEFGRID3
* xyz 0 1
O -0.45 -0.78 2.21
C -0.68 0.13 1.21
N -0.01 -0.10 -0.05
C 1.27 -0.83 -0.03
S 2.25 -1.03 -1.31
C -0.58 0.61 -1.15
S -2.20 1.01 -1.21
H -1.36 1.14 1.25
H 1.51 -1.18 0.93
H 0.27 1.03 -1.86
*
```

Summary:
ΔE to the lowest compared entry with this formula, charge and spin, kcal per mole: 67.45
Kohn-Sham gap, eV: 8.066
SMILES string: O=CN(C=S)C=S


No. 5
Here is C41H35BBrClN2O6Ti as an isolated structure from OMol25. Energies are from ωB97M-V/def2-TZVPD.

```
! wB97M-V def2-TZVPD RIJCOSX def2/J DEFGRID3
* xyz -2 1
Ti -1.19 0.25 1.82
C 2.12 -4.54 1.63
C 1.25 -3.42 2.12
C 0.76 -3.37 3.42
C -0.08 -2.34 3.84
C -0.42 -1.36 2.91
Br -2.77 0.95 3.65
N 0.06 -1.44 1.68
C 0.87 -2.40 1.26
H 2.20 -5.33 2.39
H 3.13 -4.20 1.41
H 1.71 -4.99 0.73
H 1.02 -4.16 4.11
H -0.46 -2.31 4.85
H 1.19 -2.37 0.22
Cl -2.87 -7.64 1.59
C -2.63 -5.95 1.14
C -3.11 -4.93 1.96
C -2.94 -3.61 1.62
C -2.27 -3.23 0.40
C -1.78 -4.32 -0.41
C -1.97 -5.63 -0.04
C -2.11 -1.91 0.07
O -2.31 -0.87 0.89
O -1.20 -1.58 -1.00
H -3.61 -5.18 2.89
H -3.30 -2.83 2.27
H -1.24 -4.10 -1.33
H -1.58 -6.42 -0.67
O -2.95 -1.44 -2.73
B -1.63 -1.42 -2.24
O -0.73 -1.16 -3.30
C -1.51 -0.97 -4.40
C -1.12 -0.64 -5.68
C -2.14 -0.50 -6.63
C -3.47 -0.67 -6.29
C -3.85 -1.00 -4.98
C -2.85 -1.14 -4.06
H -0.08 -0.50 -5.92
H -1.88 -0.24 -7.65
H -4.24 -0.54 -7.05
H -4.89 -1.13 -4.70
C 2.30 3.92 -4.13
C 1.33 3.76 -2.99
C 1.60 4.31 -1.74
C 0.75 4.11 -0.66
C 1.08 4.74 0.67
C -0.39 3.33 -0.83
C -0.70 2.79 -2.08
C -1.95 1.98 -2.30
C 0.16 3.02 -3.15
C -1.26 3.01 0.37
O -1.66 3.91 1.10
O -1.48 1.75 0.53
H 2.87 3.00 -4.28
H 3.02 4.72 -3.93
H 1.78 4.15 -5.06
H 2.51 4.88 -1.60
H 2.11 5.12 0.66
H 0.99 4.02 1.48
H 0.40 5.56 0.90
H -1.88 1.03 -1.76
H -2.10 1.79 -3.36
H -2.83 2.48 -1.90
H -0.07 2.60 -4.12
C 3.76 1.04 -0.77
C 2.52 0.45 -0.99
C 1.53 0.48 -0.04
C 1.71 1.12 1.21
C 2.98 1.72 1.42
C 3.97 1.68 0.45
N 0.69 1.19 2.14
C 1.06 1.39 3.48
C 0.45 2.39 4.23
C 0.75 2.57 5.57
C 1.68 1.75 6.19
C 2.30 0.75 5.46
C 1.99 0.56 4.12
H 4.54 1.02 -1.52
H 2.32 -0.05 -1.93
H 0.58 0.00 -0.26
H 3.16 2.24 2.35
H 4.92 2.17 0.66
H -0.29 3.02 3.73
H 0.25 3.35 6.13
H 1.92 1.89 7.24
H 3.02 0.09 5.94
H 2.46 -0.24 3.56
*
```

Summary:
ΔE to the lowest compared entry with this formula, charge and spin, kcal per mole: 0.00
Kohn-Sham gap (spin up / spin down), eV: 4.067 / 4.066